The following is a DFT calculation (the ωB97M-V functional and the def2-TZVPD basis) of a 9-piece molecular cluster, C48H119N9O2 overall.

Structure (SMILES)   CCN(CC)CC.CCN(CC)CC.CCN(CC)CC.CCN(CC)CC.CCN(CC)CC.CCN(CC)CC.CCN(CC)CC.CN(C)C=O.CN(C)C=O
HOMO level   -7.8924 eV
M   854.54 g mol⁻¹
E_LUMO   0.58 eV
Spin multiplicity   1
ΔE to the lowest compared entry with this formula, charge and spin   103.4 kcal/mol
Energy   -69206.7463 eV

```
178
Properties=species:S:1:pos:R:3:forces:R:3
O -9.8174 24.6566 4.8598 -0.24 1.47 -0.88
O -11.9523 25.5891 1.4454 0.05 -0.54 -0.26
N -13.8507 17.2811 -0.4540 0.78 -1.32 -2.32
N -16.4725 23.0359 2.2110 -0.49 0.70 0.60
N -8.6372 21.3958 2.1098 1.64 -0.08 0.28
N -12.8302 27.6381 1.1059 -0.34 2.30 -1.03
N -8.9033 29.2819 3.7520 -0.56 -0.47 -1.47
N -9.2677 25.4958 9.1126 -0.09 1.21 -0.60
N -10.0687 17.1317 6.6514 -0.02 2.13 1.73
N -10.8873 22.6753 4.3814 -0.36 -0.18 -0.09
N -13.4147 22.6819 -2.5323 0.70 0.81 -0.88
C -13.7210 28.8116 1.4303 1.18 -1.37 0.04
C -7.3930 21.3812 2.9338 -2.57 2.15 1.83
C -12.0497 27.8554 -0.1414 -1.88 -0.89 1.11
C -9.3106 28.5353 4.9382 1.21 1.24 -0.21
C -11.9656 22.9615 -2.7396 -1.00 -0.62 0.33
C -9.3617 24.1323 9.4519 -0.23 -2.13 -1.27
C -10.0870 23.4981 5.0389 0.89 -0.51 1.15
C -9.3830 16.6164 5.5331 -1.00 -3.10 -0.39
C -11.5118 22.9343 -4.1655 0.02 -0.77 -0.64
C -17.1506 24.2682 1.7460 0.92 -0.11 0.42
C -9.0743 20.0924 1.6313 -1.54 -0.67 0.36
C -15.6880 23.6703 -2.2795 -0.49 0.78 -1.67
C -12.7109 26.4780 1.7686 0.33 1.12 -0.09
C -14.2465 16.2108 1.8193 -1.93 0.83 1.17
C -10.9044 21.2896 4.7415 -1.10 -0.73 -0.06
C -11.5721 25.6021 7.8244 0.18 -0.98 -2.75
C -16.3730 20.6105 2.2618 0.52 -0.05 2.04
C -16.1031 25.2650 1.2433 0.18 -0.97 0.78
C -8.2208 25.7696 8.1443 0.24 -2.49 -1.24
C -11.6046 23.0753 3.2121 -0.38 0.67 -0.59
C -6.7825 25.5787 8.6605 -0.73 2.03 0.23
C -14.3125 17.4083 0.8854 -0.04 1.84 0.47
C -9.4108 18.3927 7.0699 0.36 1.12 -0.49
C -10.1094 16.2289 7.7879 0.01 -1.50 -0.90
C -11.3210 15.3195 7.7695 -1.79 0.63 0.63
C -7.5108 20.4839 4.1687 2.14 0.21 -0.10
C -10.0670 23.8272 10.7595 -0.76 0.18 0.29
C -8.3988 27.1884 2.4231 0.23 0.69 -1.33
C -14.1705 23.9016 -2.3714 -0.27 0.55 2.40
C -10.3638 19.4328 7.6676 0.30 0.04 1.20
C -8.0878 19.2727 0.8221 1.10 -0.22 -0.47
C -11.4545 17.3085 0.3600 -0.52 0.22 0.02
C -13.6804 21.6105 -1.5969 1.39 -0.95 -0.47
C -12.4689 16.7081 -0.5886 -1.17 0.92 0.81
C -7.0857 30.5668 2.6770 -0.37 -0.36 -2.38
C -7.5117 29.6940 3.8139 0.68 -0.73 0.37
C -16.1984 16.8680 -1.2848 1.77 -1.30 -1.94
C -15.9627 23.1315 3.5998 -1.08 -0.08 -0.05
C -9.7568 17.3635 4.3097 0.34 -0.38 -1.97
C -17.1859 21.8075 1.8487 1.04 0.62 -0.40
C -16.9624 22.9928 4.7572 -0.52 -1.08 0.72
C -9.1750 28.5221 2.5148 0.57 -0.37 0.67
C -10.5244 26.1208 8.7632 -0.36 2.89 0.73
C -8.4819 23.7741 1.3266 1.09 -0.39 -0.74
C -14.7434 16.3667 -1.1876 0.10 0.22 -0.40
C -10.7607 28.2031 5.0973 -1.75 -1.48 1.01
C -8.4289 22.2925 0.9527 1.02 0.37 1.14
C -13.1829 21.8247 -0.1555 -1.39 -0.76 -0.05
H -8.3256 23.7742 9.4742 -0.34 -0.25 0.16
H -17.7738 24.0012 0.9183 -0.43 -0.29 -0.62
H -11.8865 20.9874 5.1960 0.45 0.12 -0.97
H -6.6974 26.2416 9.5493 0.30 -0.29 -0.49
H -16.7017 16.1815 -1.9682 -0.14 -0.11 0.02
H -6.4779 24.5975 8.9830 -0.03 -0.47 -0.32
H -6.0860 30.9295 2.7749 0.64 0.57 0.68
H -14.1723 16.6732 2.8528 -0.22 -0.93 -0.96
H -12.3198 22.4451 -0.0749 0.87 0.38 -0.25
H -12.9600 20.8300 0.2957 -0.36 0.78 0.01
H -9.8889 23.5508 8.5968 0.77 0.45 0.96
H -11.5974 23.8846 -2.2867 -0.37 0.15 0.40
H -13.1663 20.7048 -1.9898 -0.12 0.52 0.04
H -8.6525 24.3684 0.4106 0.06 -0.11 0.53
H -8.3161 25.0992 7.2006 -0.13 0.83 1.10
H -12.6438 22.7064 3.2820 0.43 -0.03 -0.33
H -16.2569 24.6475 -2.2757 0.68 -1.00 0.18
H -14.3577 16.1825 -2.1934 0.18 0.35 -0.02
H -13.8252 24.6151 -3.1385 -0.57 -0.26 0.16
H -13.3619 15.6417 1.6403 0.39 -0.73 -0.03
H -15.2309 22.3758 3.7647 0.87 -0.52 -0.17
H -10.4421 23.0497 -4.1994 0.58 0.41 0.02
H -15.3147 20.8460 1.9895 -0.76 -0.84 -0.08
H -16.6058 16.6825 -0.3333 -1.18 0.89 1.09
H -11.4683 14.8258 6.8058 0.31 -0.03 0.06
H -9.7014 15.5064 5.4672 0.39 1.55 -0.34
H -6.5910 20.6016 4.8799 -1.64 -0.37 -1.39
H -11.3208 14.5517 8.5711 0.22 0.44 -0.46
H -10.9851 27.1400 4.7440 0.18 1.46 0.04
H -17.7939 23.6570 4.6131 -0.42 0.61 0.09
H -15.9868 23.0688 -1.4302 0.15 0.14 0.42
H -7.3513 30.3041 4.6988 -0.15 -0.30 0.53
H -11.6872 16.9957 1.3835 0.21 0.60 -0.02
H -10.7565 19.0610 8.6596 0.44 0.61 -0.88
H -11.9652 23.6767 -4.8029 -0.23 0.34 -0.14
H -6.7898 28.8030 3.8458 -0.78 0.97 0.28
H -9.4753 18.4148 4.3454 0.00 -0.10 -0.03
H -14.1117 28.6791 2.4345 -0.09 0.15 0.08
H -7.3271 27.2829 2.5570 0.18 0.12 0.61
H -9.3046 15.4925 7.6980 0.84 0.41 0.38
H -6.5298 21.1653 2.4086 1.87 -0.86 -1.51
H -7.5972 19.4756 3.7736 0.40 -0.43 0.40
H -11.0129 28.1349 6.2000 0.46 0.10 -1.01
H -7.7783 31.4018 2.4452 0.35 -0.45 0.33
H -9.9565 20.3914 1.0512 -0.13 -0.68 -0.05
H -9.3503 16.9012 3.3789 0.23 0.41 0.65
H -12.1111 16.7510 -1.5956 -0.11 0.64 -0.88
H -16.0392 23.1070 -3.1621 0.10 0.22 0.16
H -11.0589 22.6990 2.3277 -0.62 -0.01 0.15
H -6.9553 29.9741 1.7371 -0.52 0.32 0.48
H -13.9689 22.3712 0.3676 0.01 -0.26 0.57
H -11.2676 25.4265 6.7513 0.29 0.09 1.06
H -18.1941 21.7651 2.1881 -1.09 -0.04 0.81
H -11.8411 28.9248 -0.1998 0.00 -0.37 -0.61
H -16.5677 26.1332 0.8299 -0.09 0.77 -0.22
H -7.2616 19.1194 1.5284 0.29 -0.15 -0.45
H -11.9771 24.6443 8.1508 -0.38 0.11 0.16
H -16.1949 17.8237 -1.8231 -0.38 0.19 1.04
H -8.7070 27.6276 5.0314 0.04 -0.14 0.33
H -10.2424 21.1184 5.5613 0.76 -0.04 0.36
H -7.2652 22.4609 3.2175 -0.07 -0.94 0.13
H -13.3012 26.4828 2.6706 -0.51 -0.30 0.73
H -12.5465 15.6472 -0.4370 0.16 -0.93 0.54
H -11.6438 24.1776 3.1343 0.16 -0.65 0.09
H -17.4527 21.9749 4.8270 0.77 0.86 -0.19
H -10.2178 28.2390 2.5310 -0.49 0.23 -0.14
H -8.3333 16.5598 5.7190 1.28 0.14 -0.03
H -16.3860 20.4157 3.4020 0.02 0.60 -1.61
H -17.8361 24.7482 2.4698 0.30 -0.27 0.13
H -8.9956 29.2047 1.6867 -0.01 -0.27 -0.23
H -10.0123 16.8081 8.6876 -0.08 -0.04 0.54
H -7.5310 24.1007 1.8080 -0.73 -0.11 -0.36
H -11.6654 21.9522 -4.6179 -0.38 0.02 0.02
H -9.8485 20.4266 7.7900 -0.35 -1.01 0.21
H -15.3468 17.8267 0.7822 0.89 -0.29 0.60
H -10.5911 20.6663 3.8745 -0.49 0.26 0.60
H -8.8563 18.8832 6.2234 -0.75 -0.64 0.45
H -17.2889 21.8235 0.7550 0.22 -0.06 0.05
H -11.2250 19.6215 7.0503 -0.33 -0.16 -0.41
H -12.2379 15.9393 7.9110 0.46 -0.45 -0.02
H -8.5967 18.2310 7.7980 -0.16 -0.34 -0.02
H -9.6217 22.9751 11.2870 -0.19 0.08 -0.25
H -6.1669 25.9839 7.8372 0.21 -0.45 0.59
H -14.7211 21.3207 -1.6873 -0.29 0.18 0.44
H -8.8298 26.4321 3.0435 -0.08 -0.45 0.63
H -11.2166 27.2393 -0.0174 1.93 -0.48 0.11
H -7.6793 19.8039 -0.0838 -0.48 -0.49 0.89
H -13.9583 24.3961 -1.3402 0.27 -0.35 -1.28
H -11.4877 22.1408 -2.2414 0.69 -0.31 0.40
H -9.2810 23.8730 2.0075 -0.92 0.72 0.78
H -8.4170 26.7937 1.4099 -0.51 -0.02 -0.29
H -10.8143 17.2907 4.1412 -0.74 0.19 0.23
H -9.4483 19.4252 2.4776 0.43 1.03 -0.88
H -8.4013 18.2422 0.5168 -0.18 1.00 0.28
H -13.6747 18.2148 1.2840 -0.46 -0.12 0.32
H -12.5889 27.3273 -0.9452 -0.01 1.05 -0.28
H -11.5105 28.9299 4.7124 0.77 -0.37 -0.16
H -16.8173 19.7044 1.8740 0.40 -0.28 -0.58
H -12.3501 26.3658 7.6716 0.01 -0.33 0.67
H -14.5246 28.8409 0.7092 -0.37 0.06 -0.14
H -15.4694 24.7703 0.5316 0.01 -0.24 -0.86
H -9.6197 22.9855 5.8768 0.30 -0.39 0.55
H -16.5124 23.1986 5.7730 -0.28 -0.13 -1.19
H -14.6850 15.3779 -0.7130 -0.36 -0.18 0.11
H -11.1187 26.2688 9.6697 0.34 -0.03 0.47
H -8.3574 26.7668 7.7899 0.09 0.79 -0.15
H -11.2556 18.3847 0.2291 -0.70 -0.22 0.32
H -8.4020 20.6498 4.7177 -0.72 0.48 0.55
H -10.5241 16.8840 0.1073 1.32 -0.81 -0.16
H -8.9787 29.2889 5.6397 -0.15 -0.41 1.25
H -15.3701 25.4893 2.0139 -0.30 0.51 0.40
H -7.4354 22.1499 0.4984 -0.25 -0.48 -0.30
H -9.2111 22.0182 0.2904 -0.59 0.13 -1.06
H -10.2979 27.1965 8.4521 -0.05 -1.30 0.33
H -13.1440 29.7550 1.3413 -0.23 -0.64 0.27
H -15.2084 15.6104 1.7422 1.41 0.35 0.25
H -15.4848 24.0934 3.7103 0.30 0.29 -0.14
H -9.9572 24.7008 11.4017 -0.01 -0.01 0.18
H -11.1627 23.6489 10.6302 0.83 0.07 0.09
```
Forces are in eV/Å.

Atomic partial charges in e from the Mulliken method, atoms 1 to 99: -0.412 -0.538 0.312 0.827 1.509 0.294 -0.004 0.238 0.320 0.647 0.228 -1.034 -0.959 -1.007 -0.806 -0.109 0.159 -0.352 -0.956 -1.506 -1.139 0.407 -1.047 -0.259 -1.420 -0.516 -0.669 -0.854 -0.572 0.325 0.285 -1.502 -0.352 -0.325 -0.558 -1.290 -0.324 -1.547 -0.650 0.399 -1.136 -1.569 -0.623 -1.542 -1.015 -1.398 -0.213 -1.420 -0.589 -0.463 -0.874 -1.339 -0.532 -0.702 -0.811 -0.625 -0.623 -1.374 0.542 0.331 0.562 0.572 0.318 0.431 0.355 0.451 0.383 0.302 0.160 -0.099 0.109 0.343 0.507 -0.199 0.055 0.353 0.483 0.457 0.302 0.327 0.465 0.033 0.404 0.278 0.494 0.306 0.387 -0.261 0.304 -0.064 0.482 0.101 0.395 0.326 0.192 -0.302 0.314 0.438 0.333